This record from the OMol25 dataset describes a structure of composition C5H11N3O at a distorted geometry. The level of theory is the ωB97M-V functional and the def2-TZVPD basis.

XYZ file:
```
20
Properties=species:S:1:pos:R:3:nbo_charge:R:1
C -0.926 -0.148 -0.779 -0.08
C 0.164 -1.191 -0.604 -0.10
C 0.277 0.134 1.360 -0.24
C 0.116 0.734 -0.012 0.08
C 1.184 -0.062 -0.887 0.06
H -2.772 0.429 -0.051 0.37
H -2.674 -1.370 -0.332 0.37
H -1.218 0.330 -1.706 0.20
H 0.138 -2.162 -1.009 0.21
H -0.283 -1.757 1.328 0.37
H 1.170 0.439 1.820 0.20
H -0.546 0.202 2.074 0.22
H -0.087 2.543 -0.850 0.35
H 0.856 2.675 0.481 0.38
H 1.409 0.094 -1.967 0.20
H 2.360 -0.999 0.354 0.49
N -2.116 -0.472 0.039 -0.87
N 0.518 -1.258 0.874 -0.64
N 0.004 2.113 0.096 -0.83
O 2.424 -0.274 -0.229 -0.74
```

Results
- ΔE to the lowest compared entry with this formula, charge and spin: 311.26 kJ/mol
- Calculated total energy: -436.52848 a.u.
- HOMO level: -8.663 eV
- E_LUMO: 0.851 eV
- Gap between HOMO and LUMO: 9.51 eV